Entry 1:
Here is an isolated molecule of C3H2N4O in a non-equilibrium geometry from the OMol25 dataset. Energies are from ωB97M-V with the def2-TZVPD basis set.

XYZ file:
```
10
Properties=species:S:1:pos:R:3:mulliken_charge:R:1
C 1.027 0.093 -0.099 0.746
C -0.781 1.236 0.345 -0.083
C -1.472 0.328 -0.635 -0.216
H -1.413 2.049 1.076 0.298
H -2.120 0.703 -1.181 0.612
N 0.564 1.209 0.470 -0.351
N -1.093 -0.871 -0.717 -0.351
N -0.531 -1.300 0.589 -0.043
N 0.545 -0.793 1.082 -0.191
O 1.811 -0.051 -0.941 -0.421
```

## Properties
LUMO = -1.263 eV
E = -409.570608 hartree
HOMO level = -9.9933 eV
orbital gap = 8.731 eV
strongest force on any atom = 9.2 eV/Å
structure (SMILES) = O=c1nccnnn1
energy relative to the best compared isomer or geometry (same formula, charge and spin) = 4.2882 eV

---

Entry 2:
Here is an isolated molecule of C3H2N4O in a non-equilibrium geometry from the OMol25 dataset. Energies are from ωB97M-V with the def2-TZVPD basis set.

XYZ file:
```
10
Properties=species:S:1:pos:R:3:mulliken_charge:R:1
C -1.054 0.856 -0.397 0.012
C 0.792 0.186 0.392 0.465
C 1.787 -0.652 0.894 0.172
H -1.407 -1.503 -1.004 0.411
H -1.956 0.787 -1.058 0.338
N -0.077 -0.030 -0.609 0.173
N -0.594 1.803 0.333 -0.393
N 0.483 1.293 1.126 -0.329
N 2.337 -1.502 1.666 -0.426
O -0.312 -1.239 -1.341 -0.422
```

## Properties
LUMO = -0.800 eV
E = -409.587554 hartree
HOMO level = -10.3398 eV
orbital gap = 9.540 eV
strongest force on any atom = 11.8 eV/Å
structure (SMILES) = N#Cc1nncn1O
energy relative to the best compared isomer or geometry (same formula, charge and spin) = 3.8271 eV